# 1
ORCA calculation (wB97M-V/def2-TZVPD) on a cluster of 2 separate species, C6H16N2 in total in a non-equilibrium geometry.

The value obtained for the highest occupied orbital energy (alpha / beta) is -12.9740 / -13.7793 eV. The calculation puts the frontier orbital gap (alpha / beta) at 4.65 / 5.81 eV. The charge is +1. As for the spin multiplicity: 2.

Last column: Mulliken spin population.
Geometry (Å):
C 0.671 0.929 2.642  0.000
N 0.358 0.212 1.495  0.074
C -0.635 -3.284 1.087  0.003
C -0.467 2.194 0.163  0.018
C 0.392 0.906 0.292  -0.031
C 0.040 -0.131 -0.774  0.069
N 0.157 0.379 -2.042  0.727
C -0.088 -0.480 -3.114  0.002
H 0.817 2.007 2.550  0.000
H 1.570 0.479 3.095  0.003
H -0.119 0.736 3.395  0.004
H 0.265 -2.962 1.603  -0.001
H -1.386 -3.579 1.815  0.000
H -1.004 -2.447 0.512  0.004
H -1.517 1.905 0.077  -0.002
H -0.164 2.724 -0.735  0.001
H -0.355 2.833 1.030  0.002
H 1.452 1.185 0.080  0.000
H -0.371 -4.154 0.497  0.001
H -0.889 -0.668 -0.501  0.020
H 0.762 -0.979 -0.647  0.028
H -1.156 -0.732 -3.267  0.048
H 0.263 -0.099 -4.067  0.008
H 0.334 -1.474 -2.946  0.023

---

# 2
ORCA calculation (wB97M-V/def2-TZVPD) on an isolated molecule of C5H11N.

The SMILES is CCN1C[C@H]1C. The value obtained for the highest occupied orbital energy is -8.8095 eV. The calculation puts the frontier orbital gap at 9.99 eV. The charge is 0. As for the spin multiplicity: 1.

Last column: Mulliken charge in e.
Geometry (Å):
C 0.810 1.020 -1.652  -1.123
C 0.343 1.532 -0.291  -0.372
N -0.303 0.556 0.598  -0.340
C 0.522 -0.253 1.473  -0.474
C -0.221 -0.871 0.349  0.329
C -1.484 -1.670 0.553  -1.452
H 1.142 1.868 -2.263  0.367
H 1.650 0.318 -1.574  0.292
H -0.008 0.521 -2.185  0.316
H 1.189 1.984 0.242  0.321
H -0.384 2.337 -0.453  0.287
H 1.607 -0.175 1.374  0.305
H 0.164 -0.358 2.497  0.236
H 0.400 -1.201 -0.485  0.343
H -1.255 -2.723 0.753  0.332
H -2.124 -1.620 -0.335  0.285
H -2.048 -1.266 1.399  0.347

---

# 3
ORCA calculation (wB97M-V/def2-TZVPD) on the ion C5H10NO with charge -2 in a non-equilibrium geometry.

The value obtained for the highest occupied orbital energy (alpha / beta) is 4.0610 / -0.2291 eV. The calculation puts the frontier orbital gap (alpha / beta) at 2.88 / 7.13 eV. The charge is -2. As for the spin multiplicity: 2.

Last column: Mulliken spin population.
Geometry (Å):
C 0.378 -0.771 0.326  -0.076
C -0.984 -0.560 -0.420  0.832
C -0.691 0.502 -1.495  0.021
C -0.461 0.187 -2.795  2.187
N 0.832 0.498 0.804  -0.007
C 0.558 0.583 2.392  0.007
O 1.267 -0.191 3.107  -0.011
H 1.089 -1.131 -0.410  0.085
H 0.368 -1.542 1.128  0.000
H -1.777 -0.312 0.402  -0.085
H -1.366 -1.512 -0.933  0.023
H -0.631 1.540 -1.201  0.241
H -0.146 0.863 -3.441  -0.968
H -0.380 -0.806 -3.230  -1.243
H 1.823 0.678 0.720  -0.012
H 0.664 1.644 2.597  0.001
H -0.543 0.331 2.448  0.005

---

# 4
ORCA calculation (wB97M-V/def2-TZVPD) on a structure of composition C7H10ClNO4Ti in a non-equilibrium geometry.

The value obtained for the highest occupied orbital energy (alpha / beta) is -8.9149 / -8.9143 eV. The calculation puts the frontier orbital gap (alpha / beta) at 8.79 / 8.79 eV. The charge is 0. As for the spin multiplicity: 1.

Last column: Mulliken charge in e.
Geometry (Å):
C 0.976 -1.689 -1.099  -0.409
C -0.048 -2.258 -0.258  -0.625
C 0.364 -2.103 1.110  -0.377
C 1.635 -1.442 1.114  -0.515
C 2.011 -1.174 -0.243  -0.293
Ti 0.044 0.002 0.073  0.427
N -0.152 1.053 -1.510  -0.415
C -1.601 1.002 -1.477  -0.278
C -2.006 -0.023 -0.413  -0.641
H -0.162 -2.483 1.984  0.430
H -0.946 -2.771 -0.593  0.618
H 2.269 -1.300 1.990  0.439
H 2.969 -0.768 -0.568  0.436
H 1.002 -1.728 -2.185  0.463
H -2.299 -0.977 -0.878  0.219
H -2.032 0.747 -2.470  0.334
H 0.269 1.645 -2.216  0.200
H -2.801 0.348 0.236  0.366
H -2.045 2.007 -1.309  0.285
O 1.378 2.648 0.581  -0.597
Cl 0.529 2.478 1.747  1.670
O 1.177 2.797 2.980  -0.562
O -0.754 3.107 1.585  -0.540
O 0.224 0.881 1.820  -0.635

---

# 5
ORCA calculation (wB97M-V/def2-TZVPD) on an isolated molecule of C2H4NP in a non-equilibrium geometry.

The SMILES is [H]/N=C1/CP1. The value obtained for the highest occupied orbital energy is -7.8913 eV. The calculation puts the frontier orbital gap at 8.48 eV. The charge is 0. As for the spin multiplicity: 1.

Last column: Mulliken charge in e.
Geometry (Å):
H -1.915 1.830 0.195  0.287
N -1.680 0.836 -0.019  -0.452
C -0.548 0.327 -0.176  0.067
C 0.322 -0.790 -0.367  -0.431
P 1.666 0.545 -0.012  -0.028
H 0.205 -1.636 0.426  0.237
H 0.376 -1.285 -1.298  0.333
H 1.574 0.172 1.250  -0.013

---

# 6
ORCA calculation (wB97M-V/def2-TZVPD) on a cluster of 2 separate species, C5H7FN3 in total in a non-equilibrium geometry.

The value obtained for the highest occupied orbital energy is -3.9994 eV. The calculation puts the frontier orbital gap at 7.44 eV. The charge is -1. As for the spin multiplicity: 1.

Last column: Mulliken charge in e.
Geometry (Å):
C 7.587 0.464 1.067  0.557
H 7.587 -1.600 1.682  0.357
F 4.599 -0.161 0.658  -0.913
C 8.016 -1.013 0.852  0.669
C 6.912 0.782 2.337  -0.030
N 6.659 0.688 3.471  -0.596
C 7.265 1.240 -0.124  -0.067
N 7.143 1.894 -1.068  -0.522
N 9.451 -1.072 0.958  -0.787
H 9.747 -2.046 1.002  0.281
H 9.656 -0.660 1.926  0.276
C 7.468 -1.560 -0.463  -1.522
H 6.380 -1.421 -0.558  0.337
H 7.963 -1.078 -1.323  0.392
H 7.697 -2.637 -0.472  0.409
H 8.498 1.090 1.537  0.157

---

# 7
ORCA calculation (wB97M-V/def2-TZVPD) on an isolated molecule of C4H8N2 in a non-equilibrium geometry.

The SMILES is CCC(N)=C=N. The value obtained for the highest occupied orbital energy is -7.8700 eV. The calculation puts the frontier orbital gap at 8.73 eV. The charge is 0. As for the spin multiplicity: 1.

Last column: Mulliken charge in e.
Geometry (Å):
C -1.802 0.121 0.098  -1.264
C -0.627 -0.771 -0.297  -0.186
C 0.724 -0.150 -0.183  0.139
N 1.856 -0.934 -0.471  -0.581
C 0.863 1.144 -0.109  0.323
N 0.972 2.281 0.357  -0.661
H -1.844 1.023 -0.523  0.346
H -1.733 0.436 1.146  0.305
H -2.744 -0.424 -0.028  0.360
H -0.624 -1.681 0.315  0.280
H -0.722 -1.092 -1.340  0.221
H 2.712 -0.402 -0.583  0.253
H 1.990 -1.656 0.221  0.204
H 0.979 2.105 1.397  0.260

---

Table of energy above the lowest of the compared OMol25 structures with the same formula, charge and spin (kJ/mol), in record order: 443.5; 124.5; 92.8; 0.0; 187.6; 43.9; 166.8